No. 1
146
Properties=species:S:1:pos:R:3:mulliken_charge:R:1 method="wB97M-V/def2-TZVPD" e_homo_ev=-7.808 lumo_energy_ev=-0.185 smiles="CC1(C)CCCC(C)(C)N1O.CC1(C)CCCC(C)(C)N1O.CC1(C)CCCC(C)(C)N1O.NC(N)=O.NC(N)=O.NC(N)=O.NC(N)=O.NC(N)=O.NC(N)=O.NC(N)=O" total_energy_ev=-82441.7345
C 3.038 2.035 7.558 -1.713
C 3.414 0.713 6.896 1.642
C 4.556 0.021 7.678 -2.013
C 2.205 -0.359 6.921 -1.595
C 1.241 -0.368 5.759 -0.288
C 1.908 -0.156 4.355 -0.489
C 2.986 0.989 4.365 1.442
C 3.740 0.838 3.025 -1.155
C 2.337 2.529 4.247 -1.657
N 3.903 0.801 5.479 0.492
O 5.103 1.511 5.263 -0.536
H 2.045 2.333 7.221 0.406
H 2.854 1.902 8.624 0.452
H 3.713 2.891 7.547 0.279
H 4.263 -0.255 8.691 0.435
H 4.754 -0.967 7.263 0.470
H 5.478 0.592 7.573 0.371
H 2.543 -1.365 7.172 0.450
H 1.639 -0.212 7.841 0.431
H 0.582 -1.236 5.745 0.267
H 0.557 0.481 5.753 0.274
H 1.217 -0.184 3.512 -0.066
H 2.502 -1.031 4.094 0.492
H 4.295 1.742 2.776 0.467
H 3.104 0.699 2.150 -0.746
H 4.359 -0.059 3.040 0.643
H 1.780 2.697 5.169 0.293
H 1.651 2.599 3.403 0.340
H 3.067 3.335 4.167 0.391
H 5.673 0.886 4.808 0.324
C 4.917 0.626 -1.507 -1.607
C 3.496 0.777 -2.148 2.088
C 2.874 -0.613 -1.978 -1.736
C 2.495 1.669 -1.375 1.509
C 2.882 3.102 -1.487 -1.432
C 2.973 3.609 -2.911 -0.638
C 3.840 2.676 -3.965 1.732
C 3.301 2.903 -5.406 -1.721
C 5.381 3.131 -3.921 -1.693
N 3.600 1.279 -3.607 0.098
O 4.438 0.448 -4.330 -0.462
H 5.603 0.195 -2.236 0.293
H 5.336 1.563 -1.141 0.387
H 4.867 0.133 -0.536 0.336
H 3.247 -1.420 -2.609 0.448
H 3.194 -1.052 -1.034 0.114
H 1.798 -0.629 -2.153 0.381
H 1.430 1.447 -1.309 -0.915
H 2.670 1.485 -0.315 -0.691
H 2.174 3.744 -0.962 0.598
H 3.860 3.265 -1.036 0.246
H 3.189 4.671 -3.031 0.569
H 1.952 3.488 -3.274 -0.327
H 2.378 3.472 -5.509 0.248
H 3.133 2.050 -6.064 0.340
H 4.074 3.481 -5.912 0.428
H 5.703 4.110 -3.566 0.331
H 5.911 2.946 -4.855 0.437
H 5.947 2.570 -3.177 0.363
H 5.288 0.696 -3.957 0.393
C -3.715 -1.003 -6.016 -2.058
C -3.676 0.511 -5.680 1.736
C -4.431 1.227 -6.815 -1.842
C -4.445 0.670 -4.308 -1.080
C -4.634 2.048 -3.727 -0.691
C -3.198 2.672 -3.636 -1.397
C -2.151 2.452 -4.811 2.097
C -2.345 3.482 -5.946 -1.819
C -0.692 2.596 -4.110 -2.202
N -2.345 1.040 -5.320 0.402
O -1.484 0.677 -6.388 -0.547
H -3.370 -1.616 -5.184 0.373
H -4.706 -1.353 -6.308 0.420
H -3.156 -1.262 -6.915 0.529
H -3.981 1.274 -7.806 0.343
H -5.351 0.666 -6.974 0.435
H -4.708 2.250 -6.561 0.307
H -5.453 0.279 -4.449 0.466
H -3.968 -0.053 -3.646 0.100
H -5.170 2.729 -4.389 0.400
H -5.164 2.035 -2.775 0.425
H -2.827 2.343 -2.665 0.332
H -3.341 3.752 -3.655 0.437
H -1.796 4.410 -5.781 0.474
H -3.365 3.863 -5.993 0.351
H -2.016 3.119 -6.920 0.335
H -0.595 3.554 -3.599 0.496
H 0.076 2.579 -4.883 0.497
H -0.578 1.740 -3.445 0.286
H -1.259 -0.229 -6.164 0.340
N -4.424 0.509 0.903 -0.125
C -4.639 -0.027 -0.217 0.622
N -5.881 0.393 -0.607 -0.415
O -3.761 -0.714 -0.751 -1.068
H -5.180 1.082 1.250 0.178
H -3.609 0.249 1.440 -0.053
H -6.292 -0.087 -1.394 0.264
H -6.481 0.913 0.017 0.142
N -4.776 -3.364 -0.622 -0.207
C -5.638 -3.785 0.259 0.609
N -6.377 -4.717 -0.192 -0.398
O -5.770 -3.247 1.405 -0.721
H -4.187 -2.646 -0.225 0.037
H -4.593 -3.760 -1.534 0.210
H -6.321 -5.052 -1.143 0.164
H -7.054 -5.022 0.493 0.293
N -1.521 -1.249 0.752 1.480
C -0.671 -0.311 0.328 0.523
N -0.882 -0.069 -0.925 0.139
O 0.229 0.140 0.940 -0.614
H -2.424 -1.278 0.301 -0.133
H -1.364 -1.657 1.662 -0.404
H -0.289 0.675 -1.264 -0.370
H -1.564 -0.668 -1.368 -0.007
N -3.801 -0.804 3.446 -0.138
C -3.438 0.347 3.944 0.558
N -2.160 0.450 3.887 0.082
O -4.192 1.164 4.427 -0.769
H -4.785 -1.013 3.526 0.137
H -3.069 -1.494 3.355 0.088
H -1.759 1.267 4.326 0.131
H -1.628 -0.349 3.573 -0.112
N -0.755 -3.789 5.013 -0.357
C -0.370 -3.190 3.907 0.294
N 0.610 -3.792 3.370 -0.167
O -1.037 -2.324 3.292 -0.376
H -1.630 -3.532 5.445 0.262
H -0.217 -4.542 5.417 0.136
H 1.197 -4.370 3.954 0.245
H 0.948 -3.584 2.441 0.065
N -1.574 -4.321 1.138 -0.066
C -0.930 -4.642 0.101 0.542
N -1.571 -5.487 -0.644 -0.459
O 0.226 -4.215 -0.128 -0.751
H -2.434 -4.770 1.419 0.238
H -1.109 -3.730 1.812 -0.405
H -1.130 -5.740 -1.517 0.290
H -2.488 -5.867 -0.457 0.134
N 2.136 -2.158 1.440 0.770
C 3.213 -2.841 1.120 0.381
N 2.904 -3.968 0.514 -0.277
O 4.335 -2.447 1.257 -0.708
H 2.338 -1.210 1.724 -0.884
H 1.275 -2.455 1.004 0.206
H 3.784 -4.393 0.256 0.237
H 1.964 -4.189 0.217 0.364

No. 2
21
Properties=species:S:1:pos:R:3:mulliken_charge:R:1 method="wB97M-V/def2-TZVPD" e_homo_ev=-7.467 lumo_energy_ev=0.998 total_energy_ev=-10429.8291
C 0.513 0.827 -1.178 0.509
C -0.826 1.446 -0.930 -1.391
C 1.709 1.739 -1.255 -1.283
N 0.754 -1.090 -0.220 -0.001
C 0.908 0.007 0.690 -0.485
C -0.797 -1.410 1.321 0.810
N -1.799 -1.973 2.092 -0.529
C -0.255 -1.941 0.159 -0.884
C -0.115 -0.192 1.597 -0.783
H 1.508 -1.379 -0.823 0.305
H 0.464 0.202 -2.071 0.320
H -1.880 -1.603 3.025 0.231
H -1.879 -2.978 2.055 0.229
H -0.444 -2.880 -0.334 0.411
H -0.398 0.503 2.371 0.391
H -1.154 1.975 -1.833 0.438
H -1.553 0.663 -0.688 0.348
H -0.790 2.164 -0.115 0.297
H 1.641 2.348 -2.168 0.414
H 1.752 2.399 -0.393 0.302
H 2.641 1.175 -1.301 0.352